C9H6INO2 in the gas phase in a non-equilibrium geometry, computed with wB97M-V/def2-TZVPD.

Geometry as XYZ:
```
19
Properties=species:S:1:pos:R:3:forces:R:3:mulliken_charge:R:1
O -3.28299 -1.18775 2.59444 2.2 0.1 -2.4 -0.631
I 3.35477 0.48807 0.83873 -2.4 -0.3 -0.8 -0.033
O -2.26707 -0.90790 0.60675 0.2 0.6 -2.5 -0.306
C -2.23455 -1.02032 1.92105 -3.5 -0.4 2.8 0.440
C -1.02223 -0.86616 2.62892 5.0 1.6 -3.0 -0.499
C 0.18345 -0.42813 2.02652 -3.1 -0.1 0.9 -0.651
C -1.23883 0.11578 -1.40644 -0.1 0.9 -0.3 -0.440
C -0.10451 0.66603 -2.10460 -1.7 -0.3 -0.1 -0.694
C 1.24086 0.27730 -0.12078 -0.5 0.1 -0.8 -0.983
C -1.17499 -0.43292 -0.12290 2.6 1.6 1.1 -0.134
C 0.07189 -0.15991 0.57672 1.6 -0.7 0.3 1.703
C 1.15657 0.60651 -1.52705 1.7 -0.5 1.5 1.181
N 2.31160 0.82918 -2.26176 -0.3 0.8 3.9 -0.448
H -1.12586 -1.02357 3.62663 0.0 -0.4 2.8 0.507
H 1.10155 -0.07629 2.60283 -1.4 -0.9 -0.9 0.114
H -2.23657 0.33221 -1.78751 0.2 -0.5 -0.3 0.378
H -0.21400 1.18678 -3.12219 0.0 -1.1 1.7 0.281
H 3.20287 0.90585 -1.77455 -0.6 -0.2 -0.5 0.023
H 2.27803 0.69524 -3.19483 0.1 -0.4 -3.3 0.192
```
Forces are in eV/Å.

Summary:
* max |F|: 6.0 eV/Å
* lowest unoccupied orbital energy: -0.0264 Eh
* SMILES: Nc1ccc2oc(=O)ccc2c1I
* HOMO level: -0.3113 Eh
* frontier orbital gap: 7.75 eV


C9H6N2O2 in the gas phase in a non-equilibrium geometry, computed with wB97M-V/def2-TZVPD.

Geometry as XYZ:
```
19
Properties=species:S:1:pos:R:3:forces:R:3:mulliken_charge:R:1
C 0.97476 2.52195 1.90882 2.3 4.0 2.5 0.329
C 0.69722 1.24681 1.29579 1.0 -0.6 -0.9 0.784
C 1.61274 0.22419 1.39148 0.9 -3.3 0.0 -0.333
C 0.52163 -1.01232 -0.17627 0.2 -0.3 1.6 0.586
C 0.33343 -2.16684 -0.94424 -0.9 0.1 -0.6 -0.609
C -0.73076 -2.28288 -1.81197 0.3 0.0 -0.1 -0.351
C -1.65970 -1.27038 -1.95030 0.9 2.7 1.9 -0.601
C -1.45905 -0.10629 -1.20525 -2.7 0.6 0.7 -0.312
C -0.39069 0.03623 -0.29810 -0.4 0.9 -0.2 0.103
H -0.76087 2.89226 1.16671 1.7 1.0 0.6 0.515
H 2.50576 0.24408 1.94040 0.8 0.8 1.3 0.535
H 0.98481 -2.97750 -0.83093 1.0 -1.0 0.3 0.480
H -0.96199 -3.13091 -2.41907 0.6 -0.9 0.0 0.384
H -2.54428 -1.33382 -2.51376 -0.8 -0.4 -0.8 0.438
H -2.34570 0.61731 -1.02009 1.8 -0.9 -0.9 0.255
N 1.48820 -0.95697 0.82301 -0.4 0.9 -1.8 -0.604
N -0.27487 1.18259 0.46522 -1.8 -1.0 -1.2 -0.482
O 0.00323 3.40620 1.62165 -0.9 -0.8 0.0 -0.523
O 2.00614 2.86631 2.55691 -3.7 -1.8 -2.4 -0.593
```
Forces are in eV/Å.

Summary:
* max |F|: 5.3 eV/Å
* lowest unoccupied orbital energy: -0.0477 Eh
* SMILES: O=C(O)c1cnc2ccccc2n1
* HOMO level: -0.3555 Eh
* frontier orbital gap: 8.37 eV


2 unconnected molecules or ions with the total composition C9H6N5O7S2 in a non-equilibrium geometry, computed with wB97M-V/def2-TZVPD.

Geometry as XYZ:
```
29
Properties=species:S:1:pos:R:3:forces:R:3:mulliken_charge:R:1
C 1.14968 2.45658 5.55548 -0.1 0.2 0.4 -0.963
C 1.88896 1.22540 5.05109 0.0 -0.1 -0.4 -0.315
O 1.44189 1.04134 3.68488 -0.1 0.0 0.2 -0.232
C 1.87600 -0.02252 2.94362 0.4 0.1 1.1 0.026
S 1.16854 -0.23568 1.45004 -0.5 0.2 -0.6 -0.330
S 3.04205 -0.99964 3.62984 0.5 -0.5 0.0 -0.476
H 1.86428 3.20631 5.90238 -0.1 0.1 0.0 0.247
H 0.51589 2.89962 4.77948 0.2 -0.2 0.1 0.298
H 0.52521 2.17855 6.41022 -0.1 0.2 -0.1 0.252
H 2.98192 1.38160 5.10392 -0.5 -0.3 -0.3 0.309
H 1.63455 0.35256 5.68114 0.2 0.2 -0.6 0.311
O -3.55935 -2.42627 -4.94011 0.4 0.5 0.6 -0.686
N -3.17340 -1.56838 -4.16993 1.2 0.6 1.4 0.758
C -2.02821 -1.33285 -3.42184 -2.3 -0.9 -1.1 0.419
C -2.19816 -0.11184 -2.75398 -2.0 1.4 0.0 0.767
N -3.43916 0.41169 -3.02564 2.6 -1.1 0.7 -0.475
O -4.03471 -0.49501 -3.84395 0.2 -0.4 -0.6 -0.181
C -1.09479 0.40944 -1.94239 1.7 -1.6 -0.1 -0.306
N -1.14317 1.72785 -1.34308 0.8 2.7 1.8 0.916
O -0.13427 2.10265 -0.70421 -1.8 -1.1 -1.6 -0.513
O -2.14851 2.46183 -1.46678 1.3 -2.0 -0.3 -0.583
C 0.09279 -0.35682 -1.80940 -1.6 2.0 0.3 -0.894
C 0.20454 -1.56143 -2.52386 0.8 -1.8 -1.8 0.141
N 1.35367 -2.26041 -2.93069 -0.5 1.3 1.0 0.808
O 2.52165 -2.20892 -2.58057 -1.6 -0.2 -0.7 -0.631
O 0.96700 -3.11318 -3.98132 0.0 -0.1 1.1 -0.150
N -0.38904 -3.06140 -4.19183 -0.8 2.3 1.7 -0.496
C -0.83540 -2.09143 -3.33003 1.8 -1.7 -2.4 0.143
H 0.94952 -0.00961 -1.23247 -0.3 0.2 0.1 0.835
```
Forces are in eV/Å.

Summary:
* max |F|: 3.5 eV/Å
* lowest unoccupied orbital energy: 0.0023 Eh
* HOMO level: -0.1321 Eh
* charge: -1
* frontier orbital gap: 3.66 eV


27 unconnected molecules or ions with the total composition C9H70NO27 in a non-equilibrium geometry, computed with wB97M-V/def2-TZVPD.

Geometry as XYZ:
```
107
Properties=species:S:1:pos:R:3:forces:R:3:mulliken_charge:R:1
C 16.35041 -1.27490 -0.75092 -1.2 -0.5 -1.1 -1.052
C 15.86505 -0.15663 0.16585 -0.9 1.0 1.1 2.304
C 17.08934 0.61324 0.61714 1.2 1.9 0.4 -0.601
C 16.83624 2.00589 1.23735 -0.7 0.3 -0.6 -0.792
C 16.02663 2.87932 0.23893 1.0 -1.5 1.3 0.429
C 14.68277 2.20290 -0.08865 -0.9 -0.2 -0.4 0.991
N 14.83038 0.77370 -0.44781 2.1 -1.2 -1.9 2.757
O 13.70829 0.02417 -1.02018 0.8 1.4 1.1 -0.654
C 14.18924 3.01225 -1.30072 -1.0 0.3 -0.3 -1.554
C 13.69200 2.30840 1.09536 -0.1 -0.2 -0.1 0.469
C 15.29106 -0.76858 1.43933 -0.6 -0.7 0.7 -0.936
H 15.48375 -1.85747 -1.06720 -0.2 -0.1 0.1 0.181
H 17.00434 -2.01453 -0.28857 0.2 0.4 0.5 -0.656
H 16.79351 -0.96461 -1.69779 0.2 0.5 0.2 0.571
H 17.79249 0.72806 -0.20918 0.0 0.1 -0.2 -0.219
H 17.66121 0.13647 1.41382 -0.2 -0.8 -0.3 -0.326
H 17.71991 2.56355 1.55277 0.7 -0.4 -0.4 0.207
H 16.36036 1.84893 2.20681 -0.7 -0.1 -0.1 0.316
H 16.69642 2.98051 -0.61666 -0.3 -0.2 -0.5 0.648
H 15.94579 3.90147 0.60902 -0.7 0.0 0.1 -1.175
H 14.87440 2.96114 -2.14768 0.1 -0.3 0.0 -0.046
H 14.08417 4.08107 -1.10508 0.3 0.2 0.6 0.322
H 13.18551 2.76859 -1.65119 0.1 -0.6 0.0 0.069
H 13.20885 3.28097 1.18335 0.4 0.1 0.2 -1.417
H 14.18245 1.99751 2.01825 0.1 0.4 0.2 0.293
H 12.87408 1.59404 0.99591 0.1 -0.1 -0.5 0.376
H 15.32313 -0.10920 2.30749 0.1 0.3 -0.1 0.039
H 15.83193 -1.66802 1.73953 0.3 -0.1 0.0 0.331
H 14.25076 -1.08863 1.38264 0.0 0.1 -0.3 -0.495
O 13.18688 4.14589 4.23681 -0.6 0.1 0.0 -0.583
H 14.05606 4.18942 3.82892 0.5 -0.2 0.0 0.421
H 13.36272 3.94320 5.15646 0.0 0.0 0.1 0.257
O 9.86326 0.31113 1.60193 -0.3 -0.2 0.7 -0.654
H 9.29142 -0.44511 1.46128 -0.1 -0.2 0.1 0.312
H 10.16612 0.55336 0.72068 0.4 0.5 -0.8 0.408
O 14.30910 -0.87696 -3.63380 0.3 -0.5 -1.0 -0.746
H 14.15613 -0.75695 -2.68998 -0.2 0.5 1.3 0.195
H 14.36634 0.01299 -3.98268 0.0 0.1 0.0 0.266
O 15.26089 6.14300 1.55195 0.2 0.0 0.2 -0.587
H 15.78552 6.76409 2.06072 0.0 0.3 0.2 0.253
H 15.76153 6.00721 0.74510 -0.2 0.0 -0.5 0.247
O 19.92244 -0.18998 3.37893 0.1 -0.6 0.0 -0.752
H 20.47160 -0.05016 2.60456 0.1 -0.2 -0.4 0.368
H 19.11383 -0.57229 3.03245 -0.2 -0.2 -0.3 0.281
O 11.88259 -0.04744 3.57360 0.3 -0.2 0.5 -0.660
H 12.50955 0.58927 3.22720 0.1 0.1 -0.1 0.285
H 11.06760 0.13287 3.09738 -0.3 0.1 -0.4 0.364
O 12.39671 5.66227 1.49039 -0.3 0.1 -0.4 -0.640
H 13.30476 5.73414 1.79343 0.2 0.1 0.0 0.307
H 12.13255 4.77377 1.73390 -0.1 -0.1 0.4 0.319
O 11.67093 0.70697 -3.97310 -0.3 0.2 -0.2 -0.646
H 12.29303 0.20684 -3.44007 0.1 -0.3 0.3 0.323
H 12.21108 1.35002 -4.43416 0.0 0.1 -0.1 0.292
O 17.07957 -4.59198 -1.37209 -0.1 -0.3 -0.1 -0.555
H 17.47145 -5.45826 -1.49383 0.0 -0.2 -0.1 0.216
H 17.62655 -4.17155 -0.70195 0.2 0.2 0.1 0.287
O 18.63844 -3.79235 0.78410 0.2 -0.1 0.2 -0.699
H 17.98609 -3.96380 1.46657 -0.3 0.1 0.2 0.296
H 19.42928 -4.24233 1.08763 0.2 -0.3 0.0 0.282
O 19.72916 1.49372 -2.63026 0.4 -0.3 -0.2 -0.695
H 19.75968 1.89240 -1.75741 0.0 0.2 0.1 0.336
H 18.79349 1.35868 -2.80038 -0.4 -0.1 -0.2 0.409
O 10.55384 4.02810 -0.94545 -0.1 -0.2 -0.2 -0.695
H 11.42407 4.41998 -0.84652 0.3 0.3 0.1 0.319
H 10.19121 4.02101 -0.05788 -0.1 0.1 0.2 0.323
O 10.95111 1.15091 -0.79541 -0.5 -0.1 0.4 -0.762
H 10.88879 2.09362 -0.97033 -0.2 0.4 -0.2 0.444
H 11.89132 0.95563 -0.85143 1.0 -0.7 -0.2 0.048
O 16.93998 1.29123 -3.00629 0.3 0.3 -0.4 -0.616
H 16.33973 1.47502 -2.27893 -0.5 -0.3 0.6 0.243
H 16.37139 1.20824 -3.77299 0.0 -0.3 -0.1 0.171
O 14.48937 6.81636 -2.22266 -0.3 0.2 0.7 -0.609
H 14.96331 6.12351 -2.69117 0.2 -0.1 -0.3 0.382
H 15.04601 7.59106 -2.31119 0.0 0.1 -0.1 0.288
O 20.14890 3.12280 -0.41756 0.0 0.1 -0.1 -0.606
H 19.76992 3.76611 0.18159 0.0 -0.1 0.1 0.220
H 21.04726 3.00382 -0.10508 0.2 -0.1 0.1 0.278
O 15.84471 4.13171 3.38407 0.2 0.2 0.4 -0.809
H 15.68818 4.69331 2.61830 -0.1 0.2 -0.3 0.423
H 16.34816 3.38929 3.04330 0.0 -0.2 0.1 0.334
O 15.76000 5.33884 -4.06618 0.1 -0.1 -0.2 -0.682
H 16.70019 5.23157 -4.22038 0.2 0.0 0.0 0.321
H 15.38779 4.47179 -4.23700 -0.1 -0.2 0.0 0.280
O 15.15154 -0.21418 5.14013 0.0 -0.2 0.0 -0.600
H 14.82102 0.62140 5.47377 -0.2 0.1 0.0 0.293
H 16.09669 -0.08080 5.05156 0.2 0.1 0.0 0.289
O 12.15150 -1.88778 0.35000 -0.5 -0.6 0.3 -0.810
H 12.98802 -1.56434 0.00372 0.3 0.6 -0.7 0.006
H 11.69510 -1.09923 0.64850 0.0 0.2 0.1 0.513
O 16.18284 -3.63090 -3.88111 0.1 -0.1 -0.4 -0.691
H 16.34800 -4.05634 -3.03605 0.1 0.1 0.1 0.361
H 15.77215 -2.79372 -3.65490 -0.3 0.3 0.0 0.336
O 19.68503 -1.22047 0.43829 0.6 0.3 0.3 -0.568
H 19.32222 -1.23106 -0.44927 -0.1 0.2 -0.2 0.244
H 19.54414 -2.11220 0.76450 -0.3 -0.1 -0.1 0.356
O 14.24672 -4.36397 -0.82502 0.0 0.0 -0.2 -0.629
H 14.21214 -4.22914 0.12413 -0.4 0.0 0.3 0.279
H 15.17721 -4.49805 -1.02179 0.2 0.0 -0.1 0.426
O 20.12143 4.31008 2.40997 0.2 0.1 -0.3 -0.640
H 20.52109 5.01210 2.92659 0.1 0.1 0.2 0.272
H 19.37635 4.72749 1.97425 -0.3 0.1 0.1 0.280
O 12.63693 -4.02554 1.85133 0.5 -0.9 0.4 -0.675
H 12.42133 -3.17097 1.45940 -0.3 0.6 -0.5 0.390
H 13.19309 -3.81209 2.60207 0.0 0.1 0.2 0.288
O 19.43796 2.18230 4.14158 -0.3 0.7 0.3 -0.694
H 19.70113 2.87025 3.52643 -0.1 0.2 0.0 0.370
H 19.52494 1.36143 3.64166 0.1 -0.2 0.3 0.419
```
Forces are in eV/Å.

Summary:
* max |F|: 3.1 eV/Å
* lowest unoccupied orbital energy: 0.0330 Eh
* HOMO level: -0.1475 Eh
* charge: -1
* frontier orbital gap: 4.91 eV


27 unconnected molecules or ions with the total composition C9H70NO27 in a non-equilibrium geometry, computed with wB97M-V/def2-TZVPD.

Geometry as XYZ:
```
107
Properties=species:S:1:pos:R:3:forces:R:3:mulliken_charge:R:1
C -1.18484 -0.76856 -1.00083 -0.2 1.2 1.0 -0.781
C -0.82606 -0.11288 0.33508 1.2 -0.2 0.8 1.832
C -0.47586 -1.23703 1.39158 1.2 1.2 0.5 -1.018
C 0.91442 -1.90548 1.11508 -0.6 0.1 0.0 0.417
C 1.97406 -0.81181 1.01837 0.5 -0.7 -0.2 0.400
C 1.66661 0.27419 -0.02034 1.2 0.3 -0.5 1.955
N 0.36820 0.85232 0.30113 -1.0 -0.4 0.4 0.386
O 0.09780 1.96212 -0.52556 -0.8 -0.2 0.2 1.095
C 1.84906 -0.27302 -1.47109 -0.6 -0.1 0.1 -1.032
C 2.71295 1.41562 0.09996 -0.6 0.6 0.2 -0.746
C -2.02752 0.68135 0.80285 -0.3 -0.5 1.1 -1.030
H -2.23861 -1.01524 -0.90790 -0.1 -0.8 -0.1 0.343
H -0.51415 -1.59213 -1.16032 -0.2 -0.4 -0.7 -0.418
H -1.18769 0.00911 -1.75119 0.5 -0.1 -0.6 0.117
H -1.23533 -1.99959 1.43637 -0.6 -0.2 -0.4 0.486
H -0.47316 -0.78384 2.43363 0.1 -0.3 -1.2 -0.431
H 0.89286 -2.50119 0.17745 -0.1 0.3 0.5 -0.692
H 1.20735 -2.58396 1.95163 -0.4 0.4 -0.6 0.631
H 2.93359 -1.27779 0.72018 -0.4 0.2 0.1 -1.023
H 2.09904 -0.42780 2.03427 0.0 0.5 -0.1 -0.070
H 2.89601 -0.41765 -1.73369 0.2 0.0 0.4 0.620
H 1.34575 -1.23828 -1.63034 0.1 0.4 0.0 -0.398
H 1.48374 0.46384 -2.19189 -0.3 -0.2 0.1 0.031
H 3.70482 1.02862 0.06449 0.9 -0.5 -0.5 0.041
H 2.71666 1.95190 1.03571 -0.5 -0.1 0.6 -0.043
H 2.59449 2.21944 -0.64139 0.0 -0.6 -0.1 -0.091
H -2.76692 -0.04593 1.15443 0.0 -0.1 0.1 0.202
H -2.52761 1.16058 -0.00916 -0.2 0.8 -0.5 0.182
H -1.85774 1.35829 1.66096 0.2 -0.2 -0.6 -0.024
O 3.88887 -3.34446 2.88316 -1.5 -0.2 -0.3 -0.654
H 4.83397 -3.46580 2.90569 0.3 0.8 0.1 0.321
H 3.57964 -2.41264 2.90066 1.2 -0.5 0.1 0.261
O -1.98985 -4.55123 -1.98893 -1.1 0.5 -0.6 -0.628
H -2.37824 -4.40462 -2.88282 0.5 -0.1 0.9 0.300
H -2.60051 -4.01759 -1.43245 0.5 -0.3 -0.2 0.289
O 3.49666 1.90383 3.70738 0.5 0.9 -0.7 -0.738
H 2.55170 1.95911 3.44345 -0.1 0.0 0.0 0.338
H 3.90040 2.67071 3.23019 -0.6 -0.8 0.6 0.314
O 2.70615 4.65883 1.98021 1.6 0.5 1.0 -0.629
H 1.99902 4.40860 1.42201 -1.5 -0.5 -1.1 0.289
H 3.36539 5.06331 1.40543 -0.1 0.0 0.0 0.305
O -1.32794 -3.00034 3.79843 -1.6 -0.7 0.0 -0.725
H -1.56391 -3.75095 3.23024 0.4 0.4 0.3 0.308
H -0.40094 -2.82081 3.70685 1.1 0.3 -0.1 0.341
O -3.24837 4.42996 1.42920 0.5 0.7 -0.2 -0.583
H -2.29826 4.54476 1.60291 0.0 -0.1 -0.5 0.287
H -3.51891 3.83419 2.11398 -0.5 -0.6 0.5 0.273
O -5.58525 1.65285 -0.21768 0.5 0.9 -0.8 -0.663
H -5.59145 0.88454 -0.80436 0.2 -0.1 0.0 0.335
H -5.14600 2.36980 -0.76236 -0.5 -0.8 0.7 0.386
O 1.10505 -1.55717 4.16547 -2.4 1.1 -0.5 -0.522
H 0.62062 -0.81240 4.63138 0.5 -0.6 -0.5 0.293
H 1.88916 -1.71332 4.62866 1.8 -0.3 1.2 0.242
O -1.88360 2.77633 -2.18603 0.9 0.6 -0.2 -0.938
H -1.18715 3.30430 -2.62687 -0.5 -0.2 0.0 0.398
H -1.35094 2.38320 -1.46404 0.1 -0.5 0.3 0.403
O -4.21688 -3.09023 -0.05416 -0.4 -1.0 -0.4 -0.634
H -5.07421 -2.73510 -0.29042 -0.5 -0.1 -0.6 0.302
H -3.88922 -2.35391 0.42168 1.1 1.1 0.9 0.285
O 2.24027 -2.64280 -4.14727 0.0 0.1 -0.6 -0.621
H 1.64831 -3.37976 -4.32635 0.0 0.0 0.1 0.330
H 2.32126 -2.66306 -3.19043 -0.1 0.0 0.3 0.248
O 5.25055 -1.37584 0.17102 0.3 -0.9 1.1 -0.793
H 5.05788 -0.47548 -0.05574 -0.2 0.7 -0.1 0.299
H 5.05290 -1.44677 1.13716 0.3 0.4 -0.9 0.355
O -0.44175 0.80483 5.01295 -0.9 -0.4 0.1 -0.748
H -0.23777 1.30601 4.20982 0.2 0.2 -0.2 0.351
H -1.40741 0.60154 4.94828 1.0 0.0 -0.1 0.313
O -0.32268 4.13602 0.79942 -0.1 -0.2 0.7 -0.819
H -0.08825 4.86610 0.23478 0.0 0.2 -0.5 0.220
H -0.27745 3.27703 0.25575 0.3 0.1 0.1 0.339
O -2.79511 0.73396 -3.80047 -0.5 -0.3 -0.1 -0.678
H -1.86430 0.88455 -4.00559 0.6 0.1 -0.2 0.296
H -2.99805 1.46395 -3.19985 0.1 0.0 0.1 0.320
O -5.38695 -0.86075 -1.96230 0.2 0.2 0.5 -0.618
H -4.64074 -0.99420 -2.57258 0.2 -0.5 0.2 0.328
H -6.06988 -0.59977 -2.56607 -0.8 0.2 -0.3 0.239
O 2.04923 -0.14782 -6.09513 0.2 -1.2 0.2 -0.654
H 2.85240 -0.20052 -6.62382 -0.1 0.3 0.0 0.279
H 2.03517 -1.04433 -5.67734 -0.1 0.8 0.1 0.348
O -0.02135 1.27825 -4.49099 -1.3 0.1 0.4 -0.623
H 0.58986 0.87069 -5.08591 0.9 -0.3 -0.5 0.257
H 0.42019 1.96345 -3.97813 0.4 0.2 0.3 0.301
O -4.16269 3.91040 -1.61627 -1.0 0.4 0.5 -0.786
H -3.25796 3.59492 -1.66658 0.8 -0.5 -0.5 0.510
H -4.12449 4.42185 -0.80093 -0.3 0.1 0.2 0.285
O 0.81974 2.13029 2.71213 -0.4 -0.3 -0.9 -0.666
H 0.59273 1.66421 1.79104 0.3 0.3 1.1 0.136
H 0.59920 3.06566 2.57076 0.0 -0.3 -0.1 0.165
O -3.61080 -1.88729 -3.72371 0.4 0.8 -0.2 -0.640
H -3.17560 -0.98295 -3.70331 -0.1 -0.6 -0.1 0.467
H -4.10976 -1.85780 -4.54743 0.1 -0.1 0.0 0.288
O 0.99882 3.12316 -2.48610 0.7 -0.1 0.1 -0.963
H 1.97529 3.12178 -2.46189 -0.8 0.1 -0.1 0.311
H 0.70955 2.55898 -1.65122 0.5 0.1 -0.6 0.023
O 3.75696 -3.69979 -0.42787 0.3 0.3 0.2 -0.645
H 4.36676 -2.94714 -0.54580 -0.2 -0.2 -0.3 0.353
H 3.65755 -3.65939 0.53095 -0.2 -0.3 0.2 0.334
O 4.69789 -0.53590 3.17808 0.8 -0.1 1.5 -0.562
H 5.12777 -0.54739 4.07397 -0.5 -0.3 -1.3 0.292
H 4.25971 0.33337 3.23314 -0.4 0.4 -0.2 0.372
O 0.94696 -4.07966 -1.83348 -0.7 -0.8 0.3 -0.552
H 0.04823 -4.48581 -1.92903 0.7 0.7 0.2 0.294
H 1.28948 -4.42661 -0.98822 0.0 0.3 -0.6 0.228
O -2.90556 -0.59567 4.20554 0.0 -0.3 -0.1 -0.639
H -3.67192 -0.33112 3.69727 -0.2 0.2 -0.1 0.299
H -2.62113 -1.44237 3.81145 0.3 0.2 0.3 0.326
```
Forces are in eV/Å.

Summary:
* max |F|: 2.7 eV/Å
* lowest unoccupied orbital energy: 0.0746 Eh
* HOMO level: -0.2022 Eh
* charge: -1
* frontier orbital gap: 7.53 eV